A 16-piece molecular cluster, C48H96O48 overall at a distorted geometry. Source: OMol25; level of theory: ωB97M-V with the def2-TZVPD basis set.

The geometry in XYZ format:
```
192
C48H96O48 ωB97M-V with the def2-TZVPD basis set
C 14.808 -25.295 1.257
O 15.171 -24.415 2.329
C 15.993 -23.397 2.129
O 16.463 -23.100 0.987
O 16.510 -22.916 3.315
C 16.135 -23.519 4.586
H 15.646 -25.431 0.573
H 13.937 -24.856 0.772
H 14.421 -26.213 1.701
H 15.130 -23.223 4.884
H 16.799 -23.106 5.346
H 16.273 -24.599 4.534
C 19.140 -18.619 -1.837
O 18.568 -17.368 -1.714
C 19.397 -16.344 -1.448
O 20.592 -16.272 -1.510
O 18.604 -15.320 -1.183
C 19.100 -13.993 -1.082
H 18.543 -19.401 -1.369
H 20.089 -18.623 -1.301
H 19.243 -18.881 -2.890
H 19.696 -13.705 -1.948
H 19.633 -13.704 -0.176
H 18.312 -13.247 -1.189
C 15.844 -20.321 -1.042
O 15.951 -19.079 -0.396
C 14.844 -18.382 -0.286
O 13.696 -18.668 -0.578
O 15.294 -17.254 0.378
C 14.392 -16.275 0.827
H 15.181 -20.450 -1.898
H 15.574 -21.100 -0.328
H 16.860 -20.590 -1.330
H 13.382 -16.677 0.909
H 14.400 -15.466 0.097
H 14.616 -15.809 1.786
C 26.733 -16.140 -4.102
O 26.255 -17.278 -4.680
C 25.533 -17.235 -5.819
O 25.181 -16.213 -6.401
O 25.144 -18.496 -6.182
C 25.191 -19.576 -5.263
H 27.282 -16.496 -3.230
H 26.015 -15.406 -3.735
H 27.538 -15.743 -4.721
H 24.932 -20.481 -5.811
H 24.409 -19.386 -4.528
H 26.223 -19.767 -4.969
C 19.365 -28.592 4.809
O 19.627 -28.244 3.477
C 19.066 -27.141 2.975
O 18.372 -26.407 3.625
O 19.523 -27.020 1.691
C 18.985 -25.940 0.923
H 18.305 -28.846 4.798
H 19.560 -27.796 5.528
H 19.893 -29.452 5.219
H 18.872 -26.234 -0.121
H 19.781 -25.198 0.870
H 18.052 -25.502 1.277
C 20.908 -21.273 -10.172
O 21.417 -20.119 -9.550
C 21.456 -20.104 -8.194
O 21.288 -21.149 -7.472
O 21.652 -18.850 -7.752
C 22.423 -17.900 -8.442
H 21.362 -22.186 -9.788
H 21.190 -21.075 -11.206
H 19.822 -21.347 -10.226
H 23.314 -18.419 -8.794
H 22.598 -17.042 -7.792
H 21.877 -17.588 -9.332
C 26.622 -23.175 4.471
O 25.757 -22.240 3.828
C 25.302 -22.438 2.627
O 25.694 -23.288 1.894
O 24.327 -21.578 2.380
C 23.600 -21.611 1.133
H 26.580 -23.001 5.546
H 27.599 -23.065 4.000
H 26.266 -24.200 4.367
H 22.515 -21.662 1.225
H 23.875 -22.450 0.494
H 23.841 -20.695 0.594
C 21.754 -23.907 -8.099
O 21.904 -24.046 -6.666
C 21.285 -25.058 -5.955
O 21.419 -25.120 -4.742
O 20.575 -25.844 -6.835
C 19.617 -26.819 -6.417
H 20.734 -23.534 -8.194
H 21.888 -24.810 -8.694
H 22.430 -23.169 -8.533
H 19.903 -27.850 -6.626
H 18.660 -26.538 -6.855
H 19.406 -26.797 -5.348
C 18.922 -22.058 -5.397
O 17.761 -21.327 -5.313
C 16.498 -21.893 -5.327
O 16.298 -23.030 -5.648
O 15.519 -20.961 -5.218
C 15.814 -19.633 -4.759
H 18.964 -22.710 -4.524
H 19.819 -21.439 -5.412
H 18.987 -22.580 -6.351
H 14.934 -19.035 -4.994
H 16.589 -19.256 -5.427
H 16.001 -19.543 -3.689
C 16.035 -19.807 2.731
O 17.328 -20.137 3.270
C 18.415 -19.752 2.664
O 18.423 -19.268 1.541
O 19.388 -20.026 3.521
C 20.739 -19.844 3.161
H 15.255 -20.151 3.411
H 15.841 -20.230 1.745
H 15.910 -18.747 2.514
H 21.468 -20.431 3.720
H 21.048 -18.799 3.134
H 20.897 -20.141 2.124
C 20.064 -23.223 3.895
O 20.892 -24.351 4.102
C 21.718 -24.773 3.103
O 21.981 -24.198 2.071
O 22.261 -25.991 3.416
C 23.070 -26.747 2.567
H 20.520 -22.357 4.377
H 19.004 -23.218 4.147
H 19.888 -22.988 2.846
H 24.048 -26.266 2.560
H 22.730 -26.804 1.533
H 23.203 -27.740 2.995
C 14.160 -28.454 -3.617
O 14.903 -27.672 -2.678
C 15.980 -26.875 -3.328
O 16.187 -26.779 -4.499
O 16.624 -26.323 -2.351
C 17.505 -25.240 -2.646
H 14.480 -29.471 -3.843
H 14.176 -28.042 -4.626
H 13.148 -28.645 -3.262
H 18.412 -25.755 -2.964
H 17.705 -24.588 -1.796
H 17.169 -24.589 -3.452
C 26.492 -28.156 -6.628
O 25.995 -26.916 -7.186
C 26.156 -25.751 -6.546
O 27.026 -25.606 -5.691
O 25.356 -24.823 -7.061
C 25.201 -23.534 -6.497
H 25.851 -28.257 -5.753
H 27.498 -28.126 -6.210
H 26.296 -28.901 -7.399
H 25.904 -23.244 -5.716
H 24.210 -23.377 -6.072
H 25.317 -22.793 -7.288
C 22.343 -21.446 -3.890
O 21.451 -22.215 -3.118
C 21.216 -21.809 -1.883
O 21.909 -21.010 -1.240
O 20.111 -22.444 -1.412
C 19.626 -22.041 -0.196
H 22.051 -20.399 -3.964
H 22.196 -21.903 -4.868
H 23.397 -21.592 -3.650
H 19.732 -20.975 0.004
H 20.094 -22.570 0.634
H 18.604 -22.412 -0.117
C 28.808 -19.841 -2.611
O 27.990 -20.609 -1.793
C 27.102 -21.464 -2.257
O 26.675 -21.479 -3.457
O 26.651 -22.192 -1.170
C 25.753 -23.244 -1.366
H 29.711 -20.383 -2.892
H 29.000 -18.969 -1.986
H 28.410 -19.604 -3.597
H 24.771 -22.908 -1.697
H 25.572 -23.752 -0.419
H 26.161 -24.019 -2.015
C 24.468 -29.234 -0.359
O 23.354 -28.400 -0.497
C 23.512 -27.090 -0.960
O 24.555 -26.520 -1.176
O 22.280 -26.630 -1.143
C 22.040 -25.270 -1.447
H 23.994 -30.203 -0.207
H 25.016 -28.987 0.550
H 25.032 -29.282 -1.290
H 21.922 -24.694 -0.530
H 21.045 -25.202 -1.887
H 22.850 -24.789 -1.996
```

As for the charge: +1. The max |F| comes out at 5.4 eV/A. The expectation value of S² is 0.7566. Its HOMO energy (spin up / spin down) is -11.524 / -11.524 eV. As for the spin multiplicity: 2. As for the total energy: -149596.1761 eV.